The following is a quantum chemistry calculation of a molecular structure, C42H33Cl2NP2S3Ti in a non-equilibrium geometry, from the Open Molecules 2025 dataset.

Positions of all 84 atoms, in Å:
1 Ti 0.28546 -0.02978 -0.08825
2 Cl 2.54470 5.11997 1.38507
3 Cl 2.82591 0.20257 -0.74808
4 S 1.13147 2.34109 0.63838
5 S 1.20164 -2.30585 -0.39619
6 S 0.12499 -0.04066 -2.50774
7 P -1.76142 1.56567 -0.45640
8 P 0.24486 -0.15854 2.66255
9 N -1.43827 -0.90511 0.49686
10 C -2.71876 2.17538 0.98154
11 C 2.76680 2.68851 0.20921
12 C 2.62559 0.95385 3.45600
13 C -4.03629 1.82561 1.26222
14 C 0.28197 -0.28664 5.50263
15 C -4.03032 3.25842 3.19797
16 C 0.55103 -1.96306 -4.37868
17 C 1.42509 -4.15356 -3.95687
18 C -2.71115 3.60056 2.93594
19 C -0.36088 -1.91419 2.46185
20 C -1.61441 0.31185 6.85993
21 C -3.57317 -1.61235 0.60745
22 C 2.04650 -0.22887 2.97936
23 C -2.68713 -0.80860 -0.07433
24 C -0.31676 -0.17038 6.74770
25 C -2.31287 0.68246 5.72035
26 C 0.94383 -3.20439 -4.84923
27 C -2.84629 -2.21336 1.66723
28 C 3.55438 1.73967 -0.45822
29 C -4.68706 2.36740 2.36228
30 C 4.25506 -1.15220 2.70079
31 C -1.55015 -1.75839 1.56895
32 C 2.87455 -1.28280 2.60888
33 C -3.08608 3.75944 -1.68380
34 C -0.83586 3.30438 -2.40307
35 C 4.72213 4.15084 0.14915
36 C -2.05912 3.06104 1.83831
37 C 4.81888 0.02482 3.16348
38 C 3.41026 3.89872 0.51229
39 C -0.90385 4.36749 -3.29140
40 C 3.99974 1.07814 3.55237
41 C -1.71601 0.57355 4.47297
42 C 4.85714 1.97566 -0.84810
43 C -2.86667 0.23931 -1.12353
44 C -2.06175 5.12594 -3.37818
45 C -1.93236 2.98387 -1.60397
46 C 5.44566 3.19420 -0.54571
47 C 1.50424 -3.84879 -2.60864
48 C 0.62416 -1.64473 -3.02080
49 C -3.14977 4.82262 -2.57128
50 C -0.41544 0.08448 4.35609
51 C 1.10066 -2.60400 -2.11656
52 H -2.11306 5.96117 -4.06611
53 H -2.46259 -0.05894 -2.08910
54 H 5.17112 5.09618 0.42334
55 H -2.07687 0.40281 7.83506
56 H -3.32509 1.05899 5.80430
57 H 1.29096 -0.67083 5.42113
58 H 4.88690 -1.97469 2.38839
59 H 2.45508 -2.20372 2.22776
60 H -0.04759 4.60655 -3.90989
61 H -1.02649 3.32064 1.63704
62 H 4.43313 2.00417 3.91063
63 H 0.22734 -0.46298 7.63772
64 H -2.18486 4.28345 3.59175
65 H -4.05032 5.42230 -2.63014
66 H 5.40074 1.20448 -1.37842
67 H -4.55719 1.10996 0.64140
68 H 0.87734 -3.42891 -5.90742
69 H -3.23068 -2.88982 2.41592
70 H -5.71377 2.08838 2.56704
71 H 1.73489 -5.13178 -4.30540
72 H 6.46464 3.39468 -0.84938
73 H -4.54321 3.67870 4.05472
74 H 5.89594 0.13054 3.21231
75 H 0.07034 2.71946 -2.31459
76 H 0.17912 -1.20523 -5.05812
77 H -3.90034 0.55985 -1.26002
78 H 0.40549 -2.51858 1.97506
79 H 1.98200 1.78330 3.72519
80 H -2.25828 0.86122 3.57820
81 H 1.88157 -4.57612 -1.89965
82 H -4.62564 -1.73378 0.39667
83 H -3.93408 3.53756 -1.04687
84 H -0.61898 -2.36599 3.41826

Atoms 1-6, force components in eV/Å:
0.572 1.495 -0.741
-0.042 0.162 0.082
0.937 -0.279 0.015
-0.191 0.006 -0.055
0.013 -0.122 0.252
-0.225 -0.040 0.146

Its charge is -1. The expectation value of S² is 0.76. The value obtained for the orbital gap (alpha / beta) is 6.6735 / 6.6752 eV. The value obtained for the HOMO energy (alpha / beta) is -4.175 / -4.176 eV. As for the multiplicity: 2. The total energy comes out at -5322.378188 Ha.